The following is a quantum chemistry calculation of the ion C8H16NO with charge +1 at a distorted geometry, from the OMol25 dataset.

For the energy above the lowest of the compared OMol25 structures with the same formula, charge and spin, the calculation gives 61.41 kcal per mole. For the molecular weight, the calculation gives 142.222 g/mol. The calculation puts the HOMO energy at -14.05 eV. The calculation puts the electronic energy at -444.08708 Ha. For the LUMO energy, the calculation gives -4.1 eV. Its structure (SMILES) is CC[C@H](C)/[NH+]=C/CCC=O. The value obtained for the max |F| is 0.09191 Eh/bohr.

The geometry in ORCA input format:
```
! wB97M-V def2-TZVPD RIJCOSX def2/J DEFGRID3
* xyz 1 1
C -0.9923 -0.7000 0.2659
C -2.2398 -1.2624 -0.2283
C -3.5914 -0.4591 0.0214
C -3.3511 1.0020 0.1637
C 2.8840 1.8675 0.0346
C 2.5782 -1.2687 0.0983
C 1.5536 1.1401 -0.3186
C 1.4088 -0.2503 0.2024
N 0.1660 -0.8475 -0.3538
O -2.2885 1.4851 -0.1666
H -1.0742 -0.2097 1.2028
H -2.2903 -1.4694 -1.2217
H -2.2065 -2.1517 0.3049
H -4.2191 -0.7706 -0.7507
H -4.0390 -0.7313 0.8858
H -4.2393 1.7744 0.3898
H 2.9110 1.8163 1.2006
H 3.7603 1.2251 -0.2775
H 3.0034 2.9259 -0.2536
H 2.2046 -2.2506 0.4658
H 3.4616 -0.7585 0.5152
H 2.7464 -1.3387 -0.8946
H 1.3830 0.9972 -1.3247
H 0.7341 1.6646 -0.0285
H 1.3667 -0.3454 1.3428
H 0.3697 -1.0841 -1.2755
*
```